DFT (the ωB97M-V functional and the def2-TZVPD basis) results for a structure of composition C2H4INS.

Computed properties:
LUMO level	-0.590	eV
ΔE to the lowest compared entry with this formula, charge and spin	54.94	kcal per mole
energy	-829.1353	hartree
frontier orbital gap	8.382	eV

XYZ file:
```
9
C2H4INS (the ωB97M-V functional and the def2-TZVPD basis)
I -3.146 0.650 -0.033
S -1.139 -1.977 -0.226
N -0.013 0.749 0.100
C 1.210 -0.042 0.203
C -1.412 -0.409 -0.249
H 1.902 0.824 0.485
H 0.069 1.539 -0.556
H 1.385 -0.620 -0.853
H 1.144 -0.715 1.130
```

---

DFT (the ωB97M-V functional and the def2-TZVPD basis) results for a cluster of 3 separate species, C31H24O7P in total.

Computed properties:
total charge	+1
LUMO level	-4.390	eV
energy	-2063.5141	hartree
frontier orbital gap	6.546	eV

XYZ file:
```
63
C31H24O7P (the ωB97M-V functional and the def2-TZVPD basis)
P 1.491 -3.301 6.976
O -0.793 0.464 -5.296
O 4.801 -1.130 6.783
O -1.348 5.707 -4.485
O -2.142 -1.213 -1.505
O 0.506 -1.912 6.878
O 0.193 -1.461 3.288
O 5.324 -2.887 8.147
C -1.113 3.970 -6.046
C 0.335 -1.958 0.994
C -0.883 2.976 -8.638
C -1.630 -0.695 2.017
C -2.255 -0.119 3.125
C -0.889 1.665 -5.111
C -1.194 4.837 -7.136
C -4.040 0.670 1.708
C 1.585 -3.084 -1.229
C -0.284 -1.911 -0.255
C -3.430 0.082 0.606
C -1.595 -1.243 -0.418
C 2.213 -3.114 0.013
C -0.819 2.107 -7.555
C 0.339 -2.484 -1.365
C -0.940 2.601 -6.257
C -1.075 3.584 -3.524
C 4.820 -2.514 7.078
C -0.888 1.848 -1.352
C -0.950 2.211 -3.735
C 4.269 -3.630 6.077
C -1.080 4.340 -8.428
C -1.194 4.514 -4.671
C 2.758 -3.393 5.587
C -0.329 -1.380 2.184
C -0.866 1.343 -2.647
C -1.091 4.088 -2.223
C -0.993 3.221 -1.140
C -2.227 -0.606 0.758
C -3.457 0.561 2.969
C 1.589 -2.557 1.124
H -0.671 1.046 -7.725
H -0.782 2.591 -9.647
H 3.191 -3.575 0.116
H 4.288 -1.024 5.947
H 2.032 -3.354 8.295
H -3.891 0.166 -0.373
H -1.176 5.156 -2.051
H -4.972 1.211 1.586
H -1.803 -0.195 4.108
H -1.139 5.016 -9.275
H -0.779 0.273 -2.805
H 0.934 -1.251 6.288
H 0.571 -4.410 6.845
H 2.070 -3.525 -2.094
H -1.000 3.615 -0.129
H -3.939 1.012 3.830
H 2.480 -4.304 4.947
H -0.144 -2.459 -2.337
H -0.819 1.173 -0.507
H -1.342 5.900 -6.978
H 2.083 -2.588 2.089
H 4.922 -3.551 5.129
H 4.471 -4.662 6.504
H 2.700 -2.454 4.939
```

---

DFT (the ωB97M-V functional and the def2-TZVPD basis) results for a structure of composition C12H29ClFIInO3.

Computed properties:
total charge	-1
LUMO level	2.775	eV
ΔE to the lowest compared entry with this formula, charge and spin	0.00	kcal per mole
energy	-1748.3691	hartree
frontier orbital gap	8.358	eV

XYZ file:
```
48
C12H29ClFIInO3 (the ωB97M-V functional and the def2-TZVPD basis)
I 2.077 4.061 0.782
In -0.007 3.151 -0.841
Cl -1.907 4.541 -0.251
F 0.475 3.476 -2.732
O -0.227 1.145 2.850
O 1.552 -0.473 -0.777
O -1.597 -2.871 -1.961
C 0.169 -2.014 -3.457
C 0.733 0.245 0.137
C -0.325 3.170 4.264
C -0.348 -3.136 -2.576
C 3.651 0.774 -0.837
C 0.642 0.422 3.689
C -2.663 -2.556 -2.831
C -1.063 2.103 3.473
C 2.387 0.345 -1.569
C -0.063 -0.408 4.750
C -3.002 -3.654 -3.827
C -0.369 1.032 -0.563
H -1.597 2.569 2.644
H -3.513 -2.382 -2.171
H 1.378 1.090 4.154
H -1.043 3.908 4.624
H 3.856 0.065 -0.040
H 0.200 2.765 5.132
H -0.775 -1.093 4.287
H 0.338 -3.289 -1.743
H 0.298 -0.508 0.787
H 0.402 3.673 3.628
H -0.473 -1.835 -4.322
H 0.248 -1.093 -2.882
H -2.470 -1.613 -3.355
H 1.840 1.221 -1.922
H -3.878 -3.365 -4.410
H 1.192 -0.233 3.012
H -2.186 -3.837 -4.528
H -0.392 -4.077 -3.141
H 1.162 -2.271 -3.829
H 3.570 1.769 -0.412
H 1.359 0.880 0.766
H -1.313 0.914 -0.044
H -1.813 1.609 4.105
H 2.639 -0.243 -2.448
H -3.222 -4.588 -3.308
H -0.603 0.214 5.465
H -0.490 0.625 -1.564
H 4.501 0.766 -1.515
H 0.670 -0.994 5.308
```